Formula: C3H3LiO2Ru
Source: OMol25
Level of theory: ωB97M-V/def2-TZVPD

The electronic energy comes out at -10029.4130 eV. The molar mass is 179.07 g/mol. The value obtained for the maximum force is 2.3 eV/Å. As for the HOMO energy (alpha / beta): -11.2 / -12.9 eV. As for the spin multiplicity: 6. The value obtained for the energy relative to the best compared isomer or geometry (same formula, charge and spin) is 67.3 kJ/mol. The net charge is +1.

Last column: Mulliken charge in e.
Cartesian coordinates (Å):
C -0.161 0.972 0.115  0.297
C 1.129 0.908 0.433  -0.724
H 1.850 1.474 -0.153  0.251
H -0.534 1.514 -0.758  0.088
H 1.495 0.222 1.199  0.242
O -1.112 0.294 0.819  -0.107
C -2.363 0.075 0.230  -0.354
O -3.070 -0.627 0.966  -0.432
Li -3.343 1.473 -1.005  1.001
Ru -2.960 -1.429 2.882  0.738



Formula: C3H9NO
Source: OMol25
Level of theory: ωB97M-V/def2-TZVPD

The SMILES is CNCOC. The electronic energy comes out at -6793.1474 eV. The molar mass is 75.11 g/mol. The value obtained for the maximum force is 2.7 eV/Å. As for the HOMO energy: -8.9 eV. The value obtained for the energy relative to the best compared isomer or geometry (same formula, charge and spin) is 184.1 kJ/mol.

Last column: Mulliken charge in e.
Cartesian coordinates (Å):
C -2.008 -0.792 0.432  -0.647
O -0.774 -0.511 -0.212  -0.311
H -2.674 0.041 0.133  0.290
H -1.848 -0.777 1.518  0.256
H -2.429 -1.717 0.049  0.226
C 1.819 -0.043 0.621  -0.712
C -0.196 0.756 -0.408  -0.508
N 1.251 0.592 -0.555  -0.353
H 1.143 -0.752 1.126  0.239
H 2.775 -0.494 0.339  0.327
H 1.998 0.694 1.409  0.233
H -0.372 1.486 0.404  0.341
H -0.588 1.148 -1.352  0.331
H 1.378 0.312 -1.512  0.288



Formula: C4H12
Source: OMol25
Level of theory: ωB97M-V/def2-TZVPD

The SMILES is CC.CC. The electronic energy comes out at -4341.3600 eV. The molar mass is 60.14 g/mol. The value obtained for the maximum force is 3.6 eV/Å. As for the HOMO energy: -11.0 eV. The value obtained for the energy relative to the best compared isomer or geometry (same formula, charge and spin) is 112.7 kJ/mol.

Last column: Mulliken charge in e.
Cartesian coordinates (Å):
C -1.658 -0.245 -0.541  -0.987
C -2.216 -1.677 -0.827  -0.812
H -0.855 -0.127 -1.314  0.287
H -2.055 0.725 -0.850  0.397
H -1.054 -0.113 0.355  0.335
H -2.418 -1.677 -1.881  0.287
H -1.381 -2.415 -0.545  0.214
H -3.106 -1.775 -0.242  0.285
C 1.311 1.058 0.108  -0.630
C 2.261 0.853 1.335  -0.971
H 1.968 1.054 -0.790  0.288
H 0.799 0.113 0.060  0.054
H 0.774 1.978 0.153  0.365
H 1.704 0.541 2.242  0.273
H 2.904 1.669 1.516  0.334
H 3.022 0.036 1.221  0.279



Formula: C2H3O3S3
Source: OMol25
Level of theory: ωB97M-V/def2-TZVPD

The electronic energy comes out at -40773.1227 eV. The molar mass is 171.24 g/mol. The value obtained for the maximum force is 6.3 eV/Å. As for the HOMO energy: -4.1 eV. The value obtained for the energy relative to the best compared isomer or geometry (same formula, charge and spin) is 0.0 kJ/mol. The net charge is -1.

Last column: Mulliken charge in e.
Cartesian coordinates (Å):
C 2.323 0.693 -0.181  0.774
C -2.070 -0.357 0.105  0.154
O 3.306 1.277 -0.298  -0.561
O 1.654 0.712 0.907  -0.390
O 1.696 0.005 -1.099  -0.394
S -0.859 -1.205 1.029  -0.499
S -3.813 -0.843 0.402  -0.222
S -1.874 0.845 -0.994  -0.412
H 2.052 0.280 -1.964  0.302
H 0.798 0.341 0.850  0.131
H -3.213 -1.748 1.242  0.117



Formula: C5H9IO
Source: OMol25
Level of theory: ωB97M-V/def2-TZVPD

The electronic energy comes out at -15473.9403 eV. The molar mass is 212.03 g/mol. The value obtained for the maximum force is 3.0 eV/Å. As for the HOMO energy (alpha / beta): -6.8 / -7.7 eV. The value obtained for the energy relative to the best compared isomer or geometry (same formula, charge and spin) is 441.6 kJ/mol.

Last column: Mulliken charge in e.
Cartesian coordinates (Å):
C 1.466 -1.948 0.928  -0.620
C 0.980 -1.319 -0.137  -0.124
C -1.800 0.051 0.198  -1.004
C 0.245 1.561 0.326  -0.921
C -0.719 0.863 -0.492  0.555
O -0.639 0.991 -1.847  -0.477
I 1.461 -1.676 -2.153  -0.069
H 2.419 -2.470 0.892  0.256
H 0.964 -1.841 1.832  0.258
H -2.571 0.616 0.583  0.456
H -2.362 -0.578 -0.529  0.271
H -1.232 -0.296 1.076  0.173
H 0.172 1.141 1.360  0.266
H 0.061 2.578 0.271  0.440
H 1.284 1.534 -0.114  0.273
H 0.271 0.794 -2.194  0.268



Formula: C17H14CaF6N5O2S5Sb
Source: OMol25
Level of theory: ωB97M-V/def2-TZVPD

The electronic energy comes out at -124864.0673 eV. The molar mass is 756.49 g/mol. The value obtained for the maximum force is 5.4 eV/Å. As for the HOMO energy (alpha / beta): -4.9 / -6.4 eV. As for the spin multiplicity: 2. The value obtained for the energy relative to the best compared isomer or geometry (same formula, charge and spin) is 298.4 kJ/mol. The net charge is -1.

Last column: Mulliken charge in e.
Cartesian coordinates (Å):
Ca 6.939 11.073 10.873  1.548
C 8.829 9.293 18.174  -0.780
S 9.591 10.646 17.207  -0.089
C 8.824 10.264 15.682  0.288
S 7.130 10.670 15.440  -0.130
N 9.651 9.662 14.761  -0.568
N 8.932 9.126 13.793  0.252
C 9.548 8.178 13.118  -0.670
C 9.171 7.816 11.761  0.971
C 9.925 6.743 11.296  -0.683
C 9.460 6.070 10.176  -0.257
C 8.240 6.444 9.634  -0.768
C 7.728 7.679 9.978  -0.134
N 8.252 8.408 11.006  -0.022
H 9.501 9.171 19.039  0.315
H 8.810 8.342 17.649  0.275
H 7.829 9.727 18.449  0.241
H 10.494 7.836 13.536  0.360
H 10.777 6.323 11.884  0.244
H 10.029 5.228 9.842  0.408
H 7.742 5.878 8.847  0.352
H 6.827 8.022 9.441  0.349
O 5.388 9.617 11.530  -0.738
C 4.511 10.574 11.448  0.349
O 4.631 11.595 10.690  -0.710
H 3.631 10.585 12.131  0.411
S 3.999 15.919 17.565  -0.396
C 5.011 15.221 16.402  0.285
S 5.283 13.493 16.392  -0.121
C 6.373 13.636 15.080  0.253
N 6.497 14.801 14.611  -0.738
N 5.736 15.730 15.328  0.558
C 5.864 17.084 14.860  0.670
C 6.751 17.343 13.793  -0.280
C 6.883 18.607 13.282  -0.566
C 6.257 19.659 13.905  -0.407
C 5.436 19.424 15.004  -0.543
C 5.191 18.168 15.465  -0.318
S 7.425 12.417 14.312  0.179
H 7.307 16.468 13.398  0.448
H 7.442 18.709 12.340  0.340
H 6.242 20.677 13.568  0.361
H 4.882 20.276 15.417  0.309
H 4.467 17.873 16.278  0.028
F 8.216 12.698 11.403  -0.903
Sb 6.519 11.290 6.576  1.838
F 8.426 11.398 6.767  -0.570
F 6.129 9.567 5.832  -0.556
F 6.730 12.040 4.824  -0.551
F 6.838 10.729 8.576  -0.592
F 5.009 12.471 7.133  -0.541



Formula: C19H17IN2O3PdSTe
Source: OMol25
Level of theory: ωB97M-V/def2-TZVPD

The electronic energy comes out at -58812.8624 eV. The molar mass is 714.35 g/mol. The value obtained for the maximum force is 0.1 eV/Å. As for the HOMO energy (alpha / beta): -1.7 / -1.7 eV. As for the spin multiplicity: 3. The value obtained for the energy relative to the best compared isomer or geometry (same formula, charge and spin) is 33.0 kJ/mol. The net charge is -2.

Last column: Mulliken charge in e.
Cartesian coordinates (Å):
Pd 1.077 -0.444 -1.139  0.409
O 4.627 2.383 3.036  -0.724
C 3.731 1.548 2.990  0.240
N 3.694 0.432 2.230  -0.644
S 2.393 -0.442 2.490  1.091
O 2.677 -1.712 3.115  -0.730
O 1.512 -0.516 1.334  -0.113
C 1.622 0.640 3.673  -0.155
C 0.403 0.561 4.315  -0.512
C 0.068 1.601 5.175  -0.410
C 0.936 2.674 5.370  -0.408
C 2.156 2.733 4.707  -0.501
C 2.485 1.698 3.851  0.528
H -0.269 -0.269 4.140  0.443
H -0.885 1.584 5.692  0.359
H 0.646 3.476 6.039  0.356
H 2.841 3.563 4.831  0.464
Te -0.135 -2.694 -0.482  0.067
C -1.151 -3.443 -2.181  -0.236
C -0.717 -3.215 -3.487  0.138
C -1.411 -3.747 -4.565  -0.610
C -2.544 -4.526 -4.366  -0.361
C -2.981 -4.762 -3.070  -0.466
C -2.295 -4.221 -1.991  -0.364
H 0.164 -2.611 -3.659  0.076
H -1.058 -3.546 -5.571  0.364
H -3.082 -4.939 -5.212  0.338
H -3.868 -5.362 -2.896  0.320
H -2.657 -4.396 -0.985  0.314
C -1.710 0.213 -2.960  -0.838
C -1.264 1.334 -2.078  0.328
C -1.805 2.596 -1.945  -0.757
C -1.017 3.277 -0.975  -0.712
C -0.034 2.395 -0.575  0.299
C 1.040 2.601 0.444  -0.842
N -0.185 1.213 -1.248  0.026
H -2.552 0.537 -3.576  0.288
H -2.027 -0.658 -2.379  0.038
H -0.905 -0.119 -3.621  0.110
H -2.664 2.974 -2.483  0.378
H -1.142 4.287 -0.612  0.396
H 1.150 3.666 0.661  0.328
H 2.008 2.224 0.106  0.289
H 0.810 2.090 1.382  -0.075
I 2.320 -0.679 -3.525  -0.531



Formula: C34H42F17NO12
Source: OMol25
Level of theory: ωB97M-V/def2-TZVPD

The SMILES is CC[C@H](C)[C@H]1C(=O)N[C@@H](CCCC(=O)O)[C@@H]1CCC(F)(F)C(F)(F)C(F)(F)C(F)(F)C(F)(F)C(F)(F)C(F)(F)C(F)(F)F.C[C@@H]1COC(=O)O1.C[C@@H]1COC(=O)O1.C[C@@H]1COC(=O)O1. The electronic energy comes out at -108198.6760 eV. The molar mass is 979.67 g/mol. The value obtained for the maximum force is 1.5 eV/Å. As for the HOMO energy: -9.3 eV.

Last column: Mulliken charge in e.
Cartesian coordinates (Å):
C -4.739 -1.449 2.237  -1.541
C -3.635 -1.039 1.243  0.316
C -3.554 0.494 1.067  -0.320
C -4.289 0.947 -0.245  -1.928
C -2.134 1.088 1.281  -0.248
C -1.749 0.684 2.726  -0.695
O -2.291 1.109 3.714  -0.648
N -0.670 -0.226 2.738  -0.539
C 0.102 0.015 1.495  2.145
C 0.829 -1.252 1.037  -1.642
C 2.336 -1.133 0.774  -1.398
C 3.160 -0.342 1.782  1.204
C 2.932 -0.793 3.211  0.234
O 3.202 -1.910 3.575  -0.629
O 2.406 0.085 4.091  -0.487
C -0.937 0.575 0.470  1.930
C -0.171 1.542 -0.466  -1.450
C -0.683 2.986 -0.434  -0.647
C 0.170 3.947 -1.244  0.540
F -0.612 4.932 -1.777  -0.354
F 0.775 3.327 -2.295  -0.347
C 1.305 4.673 -0.465  0.574
F 2.322 3.810 -0.210  -0.120
F 1.805 5.629 -1.283  -0.382
C 0.866 5.394 0.859  0.330
F 1.502 6.581 0.942  -0.336
F -0.452 5.657 0.824  -0.306
C 1.177 4.608 2.183  0.598
F 1.086 3.270 2.000  0.042
F 0.227 4.954 3.077  -0.363
C 2.549 4.980 2.834  0.617
F 3.510 5.106 1.906  -0.215
F 2.386 6.148 3.486  -0.318
C 3.008 3.909 3.879  0.360
F 3.607 2.904 3.197  -0.194
F 1.951 3.423 4.549  -0.324
C 4.022 4.477 4.915  0.628
F 4.883 5.311 4.299  -0.265
F 3.363 5.137 5.875  -0.293
C 4.872 3.361 5.594  0.585
F 5.466 3.867 6.661  -0.267
F 5.813 2.934 4.767  -0.208
F 4.117 2.346 5.961  -0.241
H -5.544 -0.712 2.246  0.331
H -4.354 -1.558 3.252  0.333
H -5.199 -2.398 1.951  0.425
H -3.879 -1.506 0.288  0.094
H -2.689 -1.471 1.572  -0.133
H -4.151 0.944 1.863  1.030
H -3.585 1.160 -1.036  0.356
H -4.988 0.158 -0.521  0.416
H -4.849 1.845 0.026  0.357
H -2.285 2.167 1.343  0.554
H -1.001 -1.178 2.843  0.512
H 0.741 0.854 1.784  -1.276
H 0.334 -1.636 0.143  0.353
H 0.691 -2.000 1.825  0.601
H 2.496 -0.719 -0.226  0.421
H 2.749 -2.144 0.744  0.489
H 2.947 0.731 1.699  -0.888
H 4.224 -0.444 1.561  0.432
H 2.088 0.872 3.631  0.262
H -1.239 -0.299 -0.093  0.565
H 0.900 1.531 -0.244  0.482
H -0.271 1.192 -1.494  0.310
H -1.670 2.998 -0.905  0.551
H -0.830 3.355 0.577  0.187
C -3.629 -4.205 -3.698  -1.546
C -3.855 -2.726 -3.521  0.516
C -3.303 -1.860 -4.632  -0.574
O -3.007 -0.633 -3.944  -0.364
C -2.774 -0.937 -2.652  0.360
O -2.318 -0.180 -1.849  -0.434
O -3.127 -2.208 -2.384  -0.305
H -4.035 -4.540 -4.647  0.431
H -2.567 -4.435 -3.663  0.356
H -4.116 -4.760 -2.895  0.365
H -4.915 -2.512 -3.354  0.301
H -4.011 -1.678 -5.435  0.332
H -2.375 -2.259 -5.047  0.334
C 6.359 3.663 0.928  -1.045
C 6.691 2.615 -0.099  0.445
C 6.025 2.807 -1.445  -0.088
O 5.885 1.458 -1.912  -0.369
C 5.825 0.651 -0.826  0.679
O 5.503 -0.491 -0.841  -0.527
O 6.162 1.336 0.292  -0.310
H 6.597 4.662 0.561  0.430
H 5.299 3.617 1.174  -0.106
H 6.916 3.492 1.849  0.413
H 7.773 2.505 -0.213  0.260
H 6.617 3.391 -2.145  0.338
H 5.027 3.246 -1.355  -0.069
C -5.962 -9.148 -4.274  -1.408
C -4.758 -8.851 -5.131  0.473
C -3.461 -9.469 -4.655  -0.509
O -2.484 -8.535 -5.132  -0.332
C -3.083 -7.327 -5.232  0.649
O -2.515 -6.299 -5.408  -0.517
O -4.425 -7.449 -5.094  -0.302
H -6.096 -10.225 -4.167  0.375
H -5.845 -8.702 -3.286  0.347
H -6.865 -8.731 -4.718  0.350
H -4.954 -9.116 -6.173  0.266
H -3.271 -10.456 -5.069  0.316
H -3.397 -9.514 -3.565  0.304